Entry 1:
Below is a molecular structure, C18H12FeN2O5, with properties calculated with the ωB97M-V functional and the def2-TZVPD basis.

The lowest unoccupied orbital energy (alpha / beta) is -1.1433 / -2.7357 eV. The expectation value of S² is 6.15. As for the frontier orbital gap (alpha / beta): 5.220 / 6.550 eV.

ORCA input file:
```
! RIJCOSX wB97M-V def2-TZVPD def2/J DEFGRID3
* xyz 0 5
C -0.752 -0.078 1.606
C -0.112 -0.858 2.578
N 0.480 -1.512 3.364
C -2.157 -0.155 1.472
C -2.942 0.840 0.787
C -4.318 0.750 0.770
C -4.966 -0.358 1.370
N -6.358 -0.530 1.158
O -6.931 -1.553 1.597
O -6.961 0.362 0.512
C -4.219 -1.343 2.060
C -2.848 -1.244 2.098
H -0.219 0.750 1.142
H -2.442 1.701 0.337
H -4.940 1.510 0.296
H -4.739 -2.162 2.551
H -2.274 -1.987 2.658
O 5.343 2.842 -1.838
C 4.662 1.920 -1.641
Fe 3.459 0.812 -0.998
C 4.128 0.819 0.664
O 4.431 1.013 1.772
C 2.470 2.128 -0.336
O 1.708 2.880 0.131
C 1.438 -0.798 -0.347
C 0.588 -0.458 -1.410
C 1.020 0.203 -2.532
C 2.377 0.616 -2.744
C 3.485 -0.317 -2.704
C 3.530 -1.288 -1.730
C 2.817 -1.091 -0.509
H 1.124 -0.829 0.690
H -0.479 -0.685 -1.316
H 0.262 0.522 -3.264
H 2.497 1.479 -3.421
H 4.295 -0.227 -3.439
H 4.252 -2.116 -1.755
H 3.291 -1.558 0.372
*
```

Atom charges from the natural (NBO) analysis, given in e for atoms 1 to 2: -0.26 0.20



Entry 2:
Below is a single C18H12N2O2 molecule, with properties calculated with the ωB97M-V functional and the def2-TZVPD basis.

The lowest unoccupied orbital energy is -0.6108 eV. As for the SMILES: O=C(C=C=Nc1ccccc1)C(=O)N=C=Cc1ccccc1. The energy above the lowest of the compared OMol25 structures with the same formula, charge and spin comes out at 0.000 eV. As for the frontier orbital gap: 7.676 eV.

ORCA input file:
```
! RIJCOSX wB97M-V def2-TZVPD def2/J DEFGRID3
* xyz 0 1
O -0.554 0.731 1.293
C -0.478 -0.171 0.467
C -0.739 -1.558 0.776
C -1.213 -1.925 1.875
N -1.411 -2.217 3.004
C -2.152 -3.322 3.377
C -3.339 -3.676 2.790
C -4.048 -4.793 3.205
C -3.621 -5.546 4.346
C -2.531 -5.039 5.072
C -1.669 -4.047 4.506
C 0.280 0.413 -0.698
O 1.074 -0.396 -1.256
N 0.077 1.702 -1.216
C 0.392 1.977 -2.318
C 0.855 2.662 -3.361
C 1.955 3.481 -3.320
C 1.904 4.521 -4.146
C 2.957 5.440 -4.175
C 4.160 5.184 -3.582
C 4.253 3.975 -2.850
C 3.165 3.115 -2.701
H -0.794 -2.281 0.055
H -3.749 -2.935 2.044
H -5.034 -5.118 2.813
H -4.122 -6.396 4.756
H -2.466 -5.455 6.055
H -0.827 -3.654 4.999
H 0.616 2.255 -4.381
H 1.017 4.703 -4.698
H 2.802 6.393 -4.812
H 4.958 5.895 -3.551
H 5.171 3.739 -2.348
H 3.112 2.347 -2.019
*
```

Atom charges from the natural (NBO) analysis, given in e for atoms 1 to 2: -0.52 0.46



Entry 3:
Below is a gas-phase ion, C18H12N5O9 (charge -1), with properties calculated with the ωB97M-V functional and the def2-TZVPD basis.

The lowest unoccupied orbital energy is 0.8672 eV. The energy above the lowest of the compared OMol25 structures with the same formula, charge and spin comes out at 0.789 eV. As for the frontier orbital gap: 5.528 eV.

ORCA input file:
```
! RIJCOSX wB97M-V def2-TZVPD def2/J DEFGRID3
* xyz -1 1
N -5.358 4.140 0.156
C -4.510 3.347 0.291
C -3.461 2.399 0.475
C -3.568 1.033 0.836
C -2.450 0.237 1.093
N -2.712 -1.059 1.677
O -3.906 -1.317 1.952
O -1.791 -1.870 1.934
C -1.069 0.847 1.383
C -1.085 2.287 1.004
N -0.218 3.155 1.608
O 0.851 3.047 2.166
O -0.868 4.467 1.491
N -2.069 4.383 0.797
C -2.198 3.034 0.590
H -4.569 0.638 0.980
H -1.009 0.876 2.481
C 0.204 2.998 -2.977
C 0.336 1.544 -2.618
O -0.149 1.424 -1.263
C 0.013 0.183 -0.752
C 0.162 0.260 0.779
C 0.797 -0.974 1.486
O 0.836 -1.002 2.709
C 1.501 -2.018 0.661
C 2.679 -1.703 -0.040
C 3.457 -2.702 -0.602
C 3.044 -4.045 -0.475
N 3.835 -5.091 -1.051
O 3.410 -6.266 -0.980
O 4.919 -4.803 -1.603
C 1.875 -4.374 0.237
C 1.131 -3.372 0.815
O 0.049 -0.796 -1.475
H 0.498 3.154 -4.020
H -0.823 3.367 -2.849
H 0.861 3.612 -2.347
H -0.237 0.898 -3.294
H 1.394 1.244 -2.634
H 0.998 0.991 0.913
H 2.985 -0.654 -0.117
H 4.392 -2.488 -1.130
H 1.607 -5.434 0.337
H 0.214 -3.595 1.376
*
```

Atom charges from the natural (NBO) analysis, given in e for atoms 1 to 2: -0.39 0.30



Entry 4:
Below is a molecular structure, C18H12N5SbSe4Sn, with properties calculated with the ωB97M-V functional and the def2-TZVPD basis.

The lowest unoccupied orbital energy is 4.3448 eV. The energy above the lowest of the compared OMol25 structures with the same formula, charge and spin comes out at 0.000 eV. As for the frontier orbital gap: 5.662 eV.

ORCA input file:
```
! RIJCOSX wB97M-V def2-TZVPD def2/J DEFGRID3
* xyz -2 1
Sn 0.292 -0.792 0.103
C -2.059 -1.688 3.721
C -2.936 -0.624 3.884
C -2.643 0.587 3.304
C -1.494 0.720 2.521
N -0.692 -0.335 2.296
C -0.965 -1.498 2.911
N -1.202 2.008 2.085
C -0.335 2.322 1.190
N 0.444 1.571 0.350
C 1.128 2.416 -0.493
N 1.897 2.134 -1.469
C 2.497 0.889 -1.597
C 2.262 0.123 -2.748
C 2.906 -1.086 -2.884
C 3.788 -1.501 -1.891
C 3.954 -0.672 -0.796
N 3.330 0.493 -0.634
C 0.772 3.830 -0.163
C 1.204 5.032 -0.686
C 0.712 6.196 -0.104
C -0.183 6.138 0.969
C -0.606 4.916 1.483
C -0.105 3.772 0.894
H -2.252 -2.662 4.146
H -3.853 -0.751 4.446
H -3.286 1.449 3.409
H -0.293 -2.315 2.685
H 1.545 0.476 -3.476
H 2.710 -1.713 -3.745
H 4.310 -2.446 -1.953
H 4.616 -0.965 0.014
H 1.895 5.051 -1.520
H 1.028 7.162 -0.481
H -0.549 7.060 1.405
H -1.306 4.848 2.306
Se -3.498 -3.509 -2.990
Sb -2.806 -2.649 -0.831
Se -1.768 -0.307 -1.319
Se -0.777 -3.649 0.130
Se -4.547 -2.229 0.813
*
```

Atom charges from the natural (NBO) analysis, given in e for atoms 1 to 2: 0.96 -0.27



Entry 5:
Below is a molecular structure, C18H13AuF3NOS2SbSe4, with properties calculated with the ωB97M-V functional and the def2-TZVPD basis.

The lowest unoccupied orbital energy (alpha / beta) is -6.1826 / -6.1771 eV. The energy above the lowest of the compared OMol25 structures with the same formula, charge and spin comes out at 0.000 eV. As for the frontier orbital gap (alpha / beta): 4.952 / 4.947 eV.

ORCA input file:
```
! RIJCOSX wB97M-V def2-TZVPD def2/J DEFGRID3
* xyz 1 1
Au -0.788 0.531 -1.542
F 0.038 5.365 0.417
C -0.917 5.039 1.297
F -0.737 5.783 2.393
F -2.091 5.375 0.757
C -0.867 3.563 1.635
C -0.646 3.166 2.943
C -0.647 1.819 3.265
C -0.884 0.908 2.257
N -1.080 1.275 0.990
C -1.067 2.568 0.682
S -1.372 2.928 -1.067
H -0.475 3.915 3.704
H -0.480 1.485 4.280
H -0.939 -0.157 2.464
O 1.377 0.704 -1.115
S 2.270 -0.544 -1.196
C 1.321 -1.616 -2.250
C 1.258 -2.994 -2.084
C 0.457 -3.735 -2.941
C -0.268 -3.111 -3.950
C -0.169 -1.741 -4.135
C 0.637 -0.980 -3.292
C 2.193 -1.395 0.332
C 0.992 -1.845 0.886
C 1.023 -2.447 2.128
C 2.234 -2.590 2.807
C 3.418 -2.129 2.251
C 3.402 -1.518 1.002
H 1.808 -3.486 -1.293
H 0.395 -4.809 -2.815
H -0.897 -3.700 -4.605
H -0.699 -1.257 -4.946
H 0.801 0.073 -3.503
H 0.055 -1.739 0.350
H 0.107 -2.821 2.571
H 2.248 -3.067 3.779
H 4.352 -2.243 2.785
H 4.319 -1.150 0.553
Se -3.248 -1.549 -0.730
Sb -3.936 2.490 -1.057
Se -4.641 1.886 1.077
Se -4.786 3.710 -2.840
Se -3.069 0.037 -2.244
*
```

Atom charges from the natural (NBO) analysis, given in e for atoms 1 to 2: 0.88 -0.31



Entry 6:
Below is a molecular structure, C18H13N4O4S2, with properties calculated with the ωB97M-V functional and the def2-TZVPD basis.

The lowest unoccupied orbital energy is 1.6330 eV. As for the frontier orbital gap: 6.412 eV.

ORCA input file:
```
! RIJCOSX wB97M-V def2-TZVPD def2/J DEFGRID3
* xyz -1 1
O -2.138 -0.573 -2.618
O 3.989 3.562 -1.401
O 4.838 2.715 1.521
O 5.878 0.646 0.949
N -5.350 -2.871 3.256
N 5.803 2.379 -0.915
S -2.766 -2.864 2.837
C -2.850 -0.673 -1.619
C 5.190 3.559 -1.148
C -4.200 -3.191 3.799
C -2.342 -1.235 -0.375
C -1.061 -1.472 -0.051
C -6.231 -1.868 1.246
C -5.981 -1.296 -0.008
C 1.567 -0.497 0.744
C 1.939 -0.118 -1.612
C 2.721 0.201 1.026
C 3.057 0.640 -1.290
C -5.161 -2.270 2.064
C -3.840 -2.128 1.675
C -3.583 -1.515 0.396
C -4.634 -1.128 -0.412
C 1.154 -0.656 -0.591
C 3.462 0.845 0.038
N -4.212 -0.583 -1.591
N -0.049 -1.266 -0.968
C 5.982 4.777 -1.548
S 5.020 1.722 0.448
H -4.128 -3.692 4.765
H -0.833 -1.866 0.941
H -7.219 -2.025 1.618
H -6.797 -1.023 -0.663
H 1.049 -0.894 1.622
H 1.727 -0.279 -2.644
H 3.125 0.288 2.008
H 3.600 1.096 -2.140
H -4.754 -0.626 -2.427
H -0.410 -1.034 -1.916
H 5.826 4.970 -2.651
H 7.028 4.600 -1.358
H 5.583 5.645 -1.009
*
```

Atom charges from the natural (NBO) analysis, given in e for atoms 1 to 2: -0.64 -0.69



Number 1: E_tot -2442.2223 Eh. Number 2: E_tot -952.8857 Eh. Number 3: E_tot -1643.7963 Eh. Number 4: E_tot -11027.4088 Eh. Number 5: E_tot -11901.1117 Eh. Number 6: E_tot -2010.1537 Eh.